16 unconnected molecules or ions with the total composition C99H221N11O16 in a non-equilibrium geometry. Source: OMol25; level of theory: ωB97M-V/def2-TZVPD.

Atoms and positions in Å:
C 1.028 -9.190 -1.239
C 2.249 -8.302 -1.553
C 2.010 -7.409 -2.722
C 3.096 -6.362 -2.937
C 3.085 -5.475 -1.640
C 3.403 -6.253 -0.426
N 2.398 -7.374 -0.326
O 2.693 -8.112 0.859
C 4.860 -6.793 -0.321
C 3.249 -5.398 0.853
C 3.381 -9.285 -1.883
H 1.227 -10.037 -0.562
H 0.765 -9.566 -2.260
H 0.201 -8.674 -0.910
H 1.983 -8.040 -3.654
H 1.084 -6.870 -2.625
H 2.840 -5.733 -3.779
H 4.052 -6.865 -2.942
H 2.142 -4.974 -1.482
H 3.797 -4.682 -1.754
H 5.586 -5.947 -0.406
H 4.981 -7.288 0.644
H 5.141 -7.456 -1.121
H 4.020 -4.584 0.659
H 2.277 -4.989 1.028
H 3.482 -5.946 1.744
H 3.042 -10.105 -2.426
H 3.768 -9.750 -0.993
H 4.211 -8.917 -2.431
H 3.400 -8.721 0.691
C 0.517 -4.437 -5.851
C -0.869 -5.118 -5.936
C -1.263 -5.535 -4.543
C -1.523 -4.381 -3.616
C -2.751 -3.679 -4.179
C -2.638 -3.182 -5.651
N -1.977 -4.246 -6.448
O -1.748 -3.907 -7.804
C -4.048 -2.966 -6.239
C -1.777 -1.936 -5.738
C -0.683 -6.301 -6.893
H 0.635 -3.514 -5.282
H 0.830 -4.105 -6.870
H 1.242 -5.076 -5.361
H -2.213 -6.058 -4.664
H -0.538 -6.238 -4.133
H -0.668 -3.709 -3.583
H -1.776 -4.766 -2.587
H -3.084 -2.843 -3.505
H -3.580 -4.367 -4.227
H -4.106 -2.369 -7.171
H -4.607 -3.927 -6.397
H -4.686 -2.304 -5.547
H -2.149 -1.181 -6.391
H -1.562 -1.306 -4.872
H -0.796 -2.155 -6.251
H -0.314 -5.977 -7.836
H -1.667 -6.731 -7.092
H 0.092 -7.001 -6.574
H -1.274 -2.996 -7.862
C -2.802 -0.250 6.521
C -2.521 -1.629 5.901
C -1.964 -2.626 6.944
C -2.980 -3.145 7.916
C -4.109 -3.798 7.058
C -4.802 -2.786 6.123
N -3.670 -2.237 5.247
O -4.238 -1.364 4.233
C -5.667 -3.612 5.165
C -5.688 -1.743 6.856
C -1.371 -1.402 4.947
H -3.212 0.361 5.699
H -1.846 0.254 6.836
H -3.494 -0.205 7.367
H -1.567 -3.530 6.417
H -1.147 -2.110 7.476
H -3.348 -2.265 8.461
H -2.472 -3.868 8.545
H -4.821 -4.285 7.741
H -3.732 -4.603 6.501
H -6.447 -4.234 5.617
H -6.244 -3.011 4.383
H -4.948 -4.297 4.628
H -5.860 -0.859 6.207
H -6.588 -2.272 7.044
H -5.222 -1.578 7.763
H -0.552 -1.030 5.588
H -1.705 -0.650 4.235
H -1.048 -2.318 4.453
H -4.673 -0.604 4.650
C -2.357 7.875 -0.388
C -1.670 6.619 -0.960
C -2.059 6.403 -2.380
C -1.243 5.277 -3.040
C 0.236 5.555 -2.868
C 0.704 5.805 -1.408
N -0.269 6.831 -0.868
O 0.002 6.988 0.588
C 0.749 4.444 -0.664
C 2.107 6.467 -1.393
C -2.259 5.441 -0.195
H -1.910 8.851 -0.844
H -2.213 7.968 0.658
H -3.410 7.746 -0.598
H -3.158 6.233 -2.448
H -1.882 7.283 -3.006
H -1.389 5.068 -4.119
H -1.507 4.355 -2.553
H 0.421 6.390 -3.524
H 0.782 4.745 -3.345
H 0.535 4.491 0.394
H -0.058 3.792 -1.006
H 1.726 3.964 -0.764
H 2.195 7.179 -2.190
H 2.336 6.914 -0.483
H 2.891 5.665 -1.597
H -3.336 5.380 -0.433
H -2.218 5.498 0.895
H -1.794 4.484 -0.494
H 0.643 7.690 0.650
C -4.497 -0.272 -2.783
C -4.218 1.201 -3.248
C -3.662 1.153 -4.597
C -3.698 2.541 -5.248
C -5.122 3.003 -5.279
C -5.749 3.079 -3.908
N -5.564 1.831 -3.227
O -5.889 1.962 -1.858
C -5.429 4.324 -3.052
C -7.270 3.128 -4.188
C -3.241 1.789 -2.193
H -3.581 -0.806 -2.947
H -5.341 -0.662 -3.350
H -4.797 -0.250 -1.757
H -2.684 0.744 -4.494
H -4.203 0.480 -5.249
H -3.276 2.449 -6.273
H -3.028 3.109 -4.626
H -5.678 2.198 -5.784
H -5.165 3.881 -5.890
H -5.466 4.043 -1.995
H -4.465 4.810 -3.153
H -6.159 5.041 -3.405
H -7.695 2.123 -4.479
H -7.852 3.606 -3.342
H -7.438 3.697 -5.099
H -3.039 2.904 -2.345
H -2.330 1.235 -2.138
H -3.646 1.642 -1.187
H -6.847 1.800 -1.836
C 0.877 5.890 5.479
C 1.564 5.464 4.174
C 2.783 4.563 4.355
C 2.438 3.165 4.850
C 1.565 2.527 3.782
C 0.276 3.346 3.560
N 0.653 4.722 3.312
O -0.612 5.451 3.093
C -0.398 2.758 2.351
C -0.733 3.192 4.840
C 2.134 6.703 3.418
H -0.153 6.190 5.336
H 1.481 6.702 5.835
H 0.877 5.071 6.224
H 3.209 4.426 3.415
H 3.408 5.086 5.059
H 1.987 3.168 5.803
H 3.409 2.578 5.007
H 1.365 1.483 4.029
H 2.182 2.553 2.864
H -0.807 1.793 2.665
H -1.190 3.469 2.029
H 0.370 2.782 1.572
H -1.086 2.157 4.974
H -0.348 3.620 5.724
H -1.638 3.705 4.539
H 3.122 7.092 3.906
H 1.369 7.454 3.469
H 2.388 6.346 2.465
H -0.357 6.016 2.372
C -5.464 3.320 5.695
C -5.886 3.184 4.206
C -5.344 4.495 3.549
C -5.415 4.447 2.049
C -4.589 3.245 1.546
C -5.186 1.913 2.158
N -5.226 2.055 3.618
O -5.816 0.854 4.150
C -6.582 1.671 1.375
C -4.335 0.650 1.815
C -7.425 3.047 4.170
H -5.822 2.366 6.225
H -5.942 4.187 6.208
H -4.380 3.285 5.750
H -6.028 5.242 3.976
H -4.326 4.808 3.907
H -4.880 5.308 1.626
H -6.456 4.529 1.655
H -3.535 3.354 1.852
H -4.585 3.170 0.468
H -7.069 2.595 1.000
H -6.543 0.890 0.586
H -7.282 1.275 2.084
H -3.466 0.522 2.476
H -5.040 -0.213 1.927
H -4.078 0.695 0.784
H -7.855 3.104 3.193
H -7.904 3.904 4.660
H -7.850 2.103 4.630
H -6.681 0.822 3.780
C -0.046 -0.472 -2.347
C 1.110 -1.209 -1.637
C 2.085 -0.199 -1.150
C 1.605 0.422 0.096
C 1.481 -0.585 1.205
C 0.432 -1.626 0.780
N 0.763 -2.119 -0.549
O -0.358 -2.962 -1.026
C 0.557 -2.794 1.773
C -1.026 -0.945 0.833
C 1.866 -1.924 -2.757
H 0.478 -0.162 -3.255
H -0.441 0.333 -1.747
H -0.876 -1.197 -2.589
H 3.159 -0.508 -0.974
H 2.152 0.689 -1.795
H 0.686 0.964 -0.080
H 2.357 1.237 0.345
H 1.196 -0.198 2.151
H 2.439 -1.050 1.373
H -0.113 -3.615 1.529
H 1.562 -3.091 1.760
H 0.338 -2.435 2.763
H -1.672 -1.785 0.641
H -1.210 -0.681 1.880
H -1.182 -0.073 0.093
H 2.097 -1.139 -3.517
H 1.419 -2.793 -3.246
H 2.860 -2.179 -2.432
H 0.004 -3.838 -1.110
C 7.728 1.005 2.519
C 6.983 1.019 1.160
C 5.514 0.644 1.273
C 4.785 1.765 2.013
C 4.803 2.971 1.061
C 6.198 3.454 0.660
N 7.038 2.275 0.437
O 8.411 2.646 0.297
C 6.067 4.232 -0.639
C 6.856 4.298 1.735
C 7.726 -0.029 0.320
H 8.625 1.564 2.268
H 8.060 -0.008 2.826
H 7.215 1.478 3.384
H 5.145 0.416 0.262
H 5.447 -0.267 1.863
H 5.266 1.999 2.955
H 3.740 1.513 2.216
H 4.234 3.858 1.567
H 4.155 2.772 0.162
H 5.289 5.031 -0.570
H 7.022 4.749 -0.899
H 5.693 3.530 -1.436
H 6.144 5.103 1.905
H 6.944 3.863 2.731
H 7.828 4.733 1.448
H 7.442 -0.011 -0.718
H 7.547 -1.036 0.749
H 8.817 0.059 0.466
H 8.660 2.540 -0.641
C 0.360 0.903 -6.070
C 1.497 1.957 -6.082
C 2.512 1.554 -7.103
C 3.509 2.597 -7.491
C 2.840 3.799 -7.962
C 1.796 4.345 -7.026
N 0.860 3.155 -6.661
O -0.056 3.776 -5.703
C 2.550 4.997 -5.877
C 0.866 5.411 -7.676
C 1.975 1.970 -4.676
H 0.674 -0.008 -5.581
H -0.047 0.637 -7.076
H -0.525 1.325 -5.603
H 3.018 0.598 -6.774
H 2.007 1.367 -8.088
H 4.124 2.139 -8.264
H 4.272 2.872 -6.772
H 2.400 3.672 -8.898
H 3.577 4.659 -8.174
H 2.863 5.992 -6.278
H 1.935 5.199 -4.974
H 3.456 4.487 -5.514
H 0.649 6.232 -7.026
H 1.397 5.704 -8.636
H -0.037 4.913 -8.078
H 1.285 2.542 -4.028
H 2.895 2.587 -4.664
H 2.166 0.932 -4.342
H -0.958 3.633 -6.026
C 3.451 -2.280 3.665
C 4.476 -1.756 4.507
C 3.986 -1.625 5.937
O 2.977 -0.597 5.980
C 2.191 -0.535 7.161
N 5.681 -2.600 4.428
H 2.895 -3.145 4.088
H 3.780 -2.659 2.698
H 2.671 -1.490 3.660
H 4.892 -0.742 4.180
H 4.858 -1.406 6.529
H 3.582 -2.491 6.360
H 1.833 -1.648 7.472
H 1.327 0.113 6.961
H 2.771 -0.133 7.998
H 5.382 -3.486 4.756
H 6.262 -2.214 5.118
C 5.901 -2.881 -1.953
O 5.511 -3.256 -0.651
H 5.245 -3.216 -2.784
H 5.758 -1.790 -1.989
H 6.918 -3.129 -2.135
H 6.143 -3.038 -0.012
C -3.849 -3.449 1.536
O -2.841 -4.185 2.306
H -3.667 -2.369 1.554
H -3.860 -3.701 0.472
H -4.824 -3.567 1.949
H -2.909 -3.822 3.189
C -1.196 -6.030 0.301
O -0.093 -5.867 -0.711
H -1.122 -7.123 0.529
H -1.164 -5.462 1.183
H -2.097 -5.840 -0.266
H 0.718 -6.392 -0.418
C -2.366 -7.429 4.152
O -1.129 -7.417 3.349
H -2.379 -6.660 4.884
H -3.139 -7.214 3.451
H -2.453 -8.410 4.583
H -1.171 -6.717 2.661
C 7.042 -4.850 2.369
O 6.829 -3.541 1.796
H 6.076 -5.447 2.314
H 7.846 -5.345 1.893
H 7.289 -4.801 3.418
H 6.559 -2.921 2.462

Values from the calculation:
**Kohn-Sham gap**: 0.3107 Eh
**Largest force on an atom**: 4.37 eV/A
**Total energy**: -155380.96986 eV
**Spin multiplicity**: 1
**M**: 1821.92 g mol⁻¹

=====

C9H10BNO in the gas phase in a non-equilibrium geometry. Source: OMol25; level of theory: ωB97M-V/def2-TZVPD.

Atoms and positions in Å:
B 1.232 0.643 2.048
C -0.890 -2.167 -2.265
C -0.387 -2.347 -0.959
C -1.454 -0.951 -2.606
C -0.376 -1.328 -0.031
C -0.730 -0.050 -0.452
C -1.287 0.125 -1.727
C 1.025 -0.799 2.063
C 0.257 -1.624 1.274
C 1.872 3.168 1.972
N 1.377 1.858 2.101
O -1.867 1.405 -1.936
H -1.071 -3.125 -2.939
H -0.287 -3.307 -0.479
H -1.924 -0.747 -3.561
H 1.203 -1.246 3.038
H -0.020 -2.600 1.609
H 1.043 3.760 1.376
H 2.808 3.092 1.250
H 2.181 3.691 2.997
H -0.647 0.962 0.114
H -2.058 1.586 -2.886

Values from the calculation:
**Structure (SMILES)**: C/N=B/C=C\c1cccc(O)c1
**Kohn-Sham gap**: 0.3232 Eh
**Largest force on an atom**: 4.09 eV/A
**Total energy**: -13707.44240 eV
**Spin multiplicity**: 1
**Relative energy (zero: lowest compared OMol25 entry of this formula, charge and spin)**: 71.35 kcal/mol
**M**: 159.00 g mol⁻¹

=====

C9H10BrNO2 in the gas phase in a non-equilibrium geometry. Source: OMol25; level of theory: ωB97M-V/def2-TZVPD.

Atoms and positions in Å:
C 3.069 0.660 -0.781
C 2.451 0.897 0.482
C 2.224 0.121 -1.749
C 1.148 0.645 0.691
C 0.980 -0.389 -1.479
C 0.493 -0.058 -0.272
C -2.600 1.024 -0.211
C -2.134 0.028 0.908
C -1.091 -0.833 0.324
N -0.385 -1.789 1.276
O 0.027 -2.726 0.752
O -0.446 -1.498 2.408
Br -1.712 -2.125 -1.081
H 4.014 1.091 -1.021
H 3.031 1.189 1.301
H 2.811 0.076 -2.634
H 0.684 0.926 1.724
H 0.560 -1.114 -2.186
H -2.930 0.369 -1.141
H -3.510 1.528 0.097
H -1.843 1.719 -0.408
H -1.762 0.654 1.783
H -3.082 -0.397 1.217

Values from the calculation:
**Kohn-Sham gap (spin up / spin down)**: 0.2217 / 0.2090 Eh
**Largest force on an atom**: 10.38 eV/A
**Total energy**: -85112.71814 eV
**Spin multiplicity**: 3
**M**: 244.09 g mol⁻¹

=====

5 unconnected molecules or ions with the total composition C9H10Cl12F9NO2S. Source: OMol25; level of theory: ωB97M-V/def2-TZVPD.

Atoms and positions in Å:
O 5.381 0.235 -1.211
C 4.780 0.047 -2.239
O 5.136 -0.920 -3.145
N 3.708 0.833 -2.674
C 2.444 0.099 -2.893
C 1.288 1.082 -2.784
C -0.056 0.530 -3.227
F 0.072 -0.135 -4.401
F -0.903 1.568 -3.422
C -0.660 -0.471 -2.184
F -0.461 -0.002 -0.951
F 0.029 -1.614 -2.309
S -2.522 -0.884 -2.335
F -2.511 -0.513 -3.879
F -2.852 0.630 -1.958
F -2.558 -1.289 -0.801
F -2.235 -2.399 -2.713
F -4.074 -1.166 -2.430
H 4.657 -1.748 -2.974
H 3.604 1.598 -2.016
H 2.352 -0.709 -2.157
H 2.484 -0.347 -3.889
H 1.215 1.499 -1.778
H 1.483 1.918 -3.469
C 3.113 -4.078 -4.978
Cl 4.770 -4.366 -5.489
Cl 3.067 -3.492 -3.305
Cl 2.299 -2.943 -6.048
H 2.577 -5.017 -5.004
C -3.596 0.825 2.560
Cl -3.416 1.044 0.825
Cl -3.251 -0.841 3.024
Cl -2.556 1.946 3.449
H -4.621 1.042 2.830
C -4.195 2.596 6.707
Cl -5.449 1.490 6.150
Cl -4.894 4.103 7.293
Cl -3.200 1.834 7.950
H -3.555 2.822 5.865
C 0.517 1.059 8.034
Cl 0.638 1.347 6.298
Cl 0.884 -0.623 8.418
Cl 1.570 2.154 8.928
H -0.503 1.256 8.334

Values from the calculation:
**Structure (SMILES)**: O=C(O)NCCC(F)(F)C(F)(F)S(F)(F)(F)(F)F.ClC(Cl)Cl.ClC(Cl)Cl.ClC(Cl)Cl.ClC(Cl)Cl
**Kohn-Sham gap**: 0.3799 Eh
**Largest force on an atom**: 0.77 eV/A
**Total energy**: -200640.50768 eV
**Spin multiplicity**: 1
**M**: 792.67 g mol⁻¹

=====

A gas-phase ion, C9H10FN3O7P (charge -1) in a non-equilibrium geometry. Source: OMol25; level of theory: ωB97M-V/def2-TZVPD.

Atoms and positions in Å:
O -2.866 1.382 -0.639
O 1.694 0.387 6.120
O 2.313 -1.841 5.242
F 1.226 -1.822 -2.138
O -2.107 0.455 3.053
O 0.598 1.822 1.554
O 0.358 -0.569 4.194
O 2.952 0.218 3.958
C -1.887 0.727 -0.917
C 0.443 -0.045 -0.715
C 1.079 1.158 2.661
C 0.233 -0.994 -1.706
C 0.221 0.215 3.085
N -1.123 -1.185 -3.712
N -2.026 0.009 -2.063
N -0.698 0.640 -0.191
C 2.444 1.406 3.312
C -1.150 -1.133 -2.251
C -0.963 0.187 2.238
C -0.682 1.237 1.159
P 1.838 -0.475 4.921
H -1.851 0.382 3.992
H 1.378 0.000 -0.175
H -0.968 -0.231 -4.110
H -0.404 -1.819 -4.026
H -2.972 -0.077 -2.419
H 3.157 1.755 2.575
H 2.337 2.251 4.034
H -1.653 -2.025 -1.811
H -1.147 -0.773 1.769
H -1.454 2.053 1.179

Values from the calculation:
**Structure (SMILES)**: N[C@@H]1NC(=O)N([C@@H]2OC3=C(O[P@@](=O)([O-])OC3)[C@H]2O)C=C1F
**Kohn-Sham gap**: 0.2735 Eh
**Largest force on an atom**: 5.25 eV/A
**Total energy**: -40307.19879 eV
**Spin multiplicity**: 1
**M**: 322.16 g mol⁻¹
**Total charge**: -1

=====

2 unconnected molecules or ions with the total composition C9H10FO4S in a non-equilibrium geometry. Source: OMol25; level of theory: ωB97M-V/def2-TZVPD.

Atoms and positions in Å:
F 1.621 -1.164 2.185
S 0.816 0.124 2.207
C -0.768 -0.717 2.127
C -1.874 -0.019 2.146
O 0.780 0.821 3.512
O 0.883 0.943 0.976
H -0.760 -1.785 2.056
H -2.834 -0.493 2.084
H -1.855 1.051 2.210
C -8.048 4.061 -0.967
O -7.442 3.352 -2.020
C -6.431 2.496 -1.652
C -5.811 1.757 -2.684
C -4.812 0.873 -2.432
C -4.349 0.656 -1.098
O -3.451 -0.156 -0.837
C -4.970 1.417 -0.062
C -5.967 2.295 -0.332
H -8.832 4.686 -1.398
H -8.497 3.363 -0.257
H -7.311 4.700 -0.475
H -6.160 1.916 -3.688
H -4.348 0.317 -3.227
H -4.621 1.268 0.944
H -6.412 2.848 0.473

Values from the calculation:
**Kohn-Sham gap**: 0.1798 Eh
**Largest force on an atom**: 7.55 eV/A
**Total energy**: -31236.24225 eV
**Spin multiplicity**: 1
**M**: 233.24 g mol⁻¹
**Total charge**: -1

=====

Question: Which of these has the lowest total energy?
Answer: C9H10Cl12F9NO2S